# 1
{
  "formula": "C20H15BrN8O3PdSe",
  "method": "ωB97M-V/def2-TZVPD",
  "elements": ["Pd", "N", "C", "N", "C", "N", "C", "C", "N", "C", "C", "N", "H", "H", "H", "H", "H", "Se", "C", "N", "N", "C", "O", "C", "C", "C", "N", "C", "C", "H", "H", "H", "H", "H", "H", "Br", "C", "C", "C", "C", "C", "C", "C", "O", "O", "H", "H", "H", "H"],
  "positions_angstrom": [[0.559, 0.420, 1.351], [-1.101, 1.088, 5.090], [-0.679, 0.218, 4.172], [-0.307, 0.895, 3.108], [-0.509, 2.207, 3.442], [-1.002, 2.355, 4.646], [-0.147, 3.285, 2.510], [-0.513, 4.606, 2.709], [-0.143, 5.560, 1.859], [0.594, 5.181, 0.822], [0.955, 3.852, 0.614], [0.580, 2.909, 1.459], [-1.443, 0.906, 6.018], [-0.642, -0.850, 4.292], [-1.111, 4.896, 3.564], [0.906, 5.953, 0.130], [1.561, 3.542, -0.229], [2.615, -0.380, 2.606], [3.510, 1.116, 2.026], [4.060, 2.063, 1.658], [-1.721, -6.356, -0.863], [-2.339, -5.167, -1.085], [-3.314, -5.057, -1.799], [-1.747, -3.970, -0.387], [-2.559, -2.859, -0.209], [-2.031, -1.745, 0.420], [-0.776, -1.690, 0.864], [0.009, -2.746, 0.670], [-0.432, -3.907, 0.055], [-2.131, -7.176, -1.276], [-1.029, -6.473, -0.147], [-3.576, -2.876, -0.575], [-2.628, -0.852, 0.558], [1.038, -2.641, 1.000], [0.264, -4.720, -0.102], [3.414, 1.842, -2.027], [2.113, 1.069, -3.165], [2.387, 1.030, -4.524], [1.445, 0.522, -5.405], [0.219, 0.074, -4.936], [-0.054, 0.133, -3.580], [0.893, 0.610, -2.678], [0.522, 0.603, -1.226], [-0.588, 0.996, -0.854], [1.406, 0.143, -0.413], [3.334, 1.404, -4.886], [1.670, 0.488, -6.463], [-0.522, -0.312, -5.622], [-1.010, -0.192, -3.190]],
  "homo_lumo_gap_ev": [7.34, 7.34],
  "spin_multiplicity": 1,
  "lumo_energy_ev": [-0.556, -0.540],
  "fmax_ev_per_a": 0.62,
  "homo_energy_ev": [-7.89, -7.88],
  "energy_ha": -6538.294433,
  "mol_weight_g_mol": 680.68,
  "relative_energy_ev": 0.258
}

---

# 2
{
  "formula": "C20H15BrO2",
  "method": "ωB97M-V/def2-TZVPD",
  "elements": ["C", "C", "C", "C", "C", "C", "C", "C", "C", "C", "O", "C", "C", "C", "C", "C", "C", "Br", "C", "C", "C", "C", "O", "H", "H", "H", "H", "H", "H", "H", "H", "H", "H", "H", "H", "H", "H", "H"],
  "positions_angstrom": [[5.267, 4.971, -0.651], [4.904, 3.832, -0.584], [4.411, 2.465, -0.486], [2.920, 2.384, -0.260], [2.280, 3.172, 0.684], [0.918, 3.104, 0.891], [0.169, 2.201, 0.158], [0.806, 1.394, -0.777], [2.166, 1.489, -1.004], [-0.030, 0.412, -1.527], [0.188, 0.098, -2.673], [-1.158, -0.154, -0.737], [-1.558, -1.468, -0.910], [-2.597, -1.969, -0.141], [-3.008, -3.414, -0.271], [-2.370, -4.224, 0.854], [-0.858, -4.354, 0.713], [-3.242, -5.957, 1.042], [-3.248, -1.140, 0.765], [-2.859, 0.175, 0.926], [-1.800, 0.663, 0.186], [-1.301, 2.059, 0.343], [-2.022, 2.993, 0.599], [5.786, 5.871, -0.863], [4.649, 1.966, -1.424], [4.960, 1.931, 0.288], [2.870, 3.868, 1.265], [0.447, 3.744, 1.622], [2.593, 0.854, -1.765], [-1.032, -2.065, -1.639], [-4.091, -3.486, -0.194], [-2.719, -3.811, -1.242], [-2.576, -3.696, 1.780], [-0.498, -5.284, 1.140], [-0.376, -3.550, 1.264], [-0.551, -4.324, -0.329], [-4.065, -1.566, 1.331], [-3.375, 0.815, 1.626]],
  "homo_lumo_gap_ev": 8.83,
  "spin_multiplicity": 1,
  "lumo_energy_ev": -0.752,
  "fmax_ev_per_a": 0.61,
  "homo_energy_ev": -9.58,
  "energy_ha": -3495.584939,
  "smiles": "C#CCc1ccc2c(c1)C(=O)c1cc(C[C@H](C)Br)ccc1C2=O",
  "mol_weight_g_mol": 367.24
}

---

# 3
{
  "formula": "C20H15ClIrN2O7S",
  "method": "ωB97M-V/def2-TZVPD",
  "elements": ["Ir", "S", "C", "C", "C", "C", "C", "N", "H", "H", "H", "H", "O", "C", "C", "O", "O", "C", "C", "C", "C", "C", "C", "C", "C", "C", "C", "C", "C", "H", "H", "H", "H", "H", "H", "H", "H", "H", "H", "H", "N", "C", "O", "Cl", "O", "O", "O"],
  "positions_angstrom": [[0.098, 0.507, -0.262], [1.422, 1.686, 1.220], [-0.190, 2.022, 1.882], [-0.634, 2.804, 2.940], [-1.993, 3.050, 3.044], [-2.882, 2.540, 2.103], [-2.393, 1.728, 1.098], [-1.097, 1.437, 1.052], [0.084, 3.243, 3.618], [-2.365, 3.677, 3.845], [-3.938, 2.759, 2.147], [-3.013, 1.273, 0.338], [-0.202, -1.297, 1.487], [-1.065, -2.284, 0.860], [-1.232, -2.095, -0.687], [-1.628, -3.059, -1.318], [-1.032, -0.931, -1.213], [-2.450, -2.071, 1.471], [-2.693, -1.102, 2.436], [-3.971, -0.931, 2.959], [-5.018, -1.725, 2.523], [-4.778, -2.700, 1.562], [-3.507, -2.874, 1.042], [-0.537, -3.681, 1.190], [-0.948, -4.344, 2.342], [-0.413, -5.578, 2.686], [0.548, -6.167, 1.880], [0.968, -5.512, 0.730], [0.430, -4.282, 0.387], [0.724, -1.562, 1.380], [-1.872, -0.502, 2.801], [-4.139, -0.169, 3.712], [-6.013, -1.591, 2.929], [-5.587, -3.329, 1.212], [-3.323, -3.620, 0.279], [-1.693, -3.892, 2.985], [-0.748, -6.076, 3.588], [0.963, -7.133, 2.140], [1.715, -5.962, 0.088], [0.753, -3.795, -0.520], [-0.331, 2.976, -2.046], [-0.173, 2.029, -1.401], [2.754, -2.029, -2.193], [2.600, -1.112, -1.118], [3.847, -0.559, -0.705], [1.714, 0.015, -1.556], [1.909, -1.741, -0.006]],
  "homo_lumo_gap_ev": 7.90,
  "spin_multiplicity": 1,
  "lumo_energy_ev": 2.455,
  "fmax_ev_per_a": 1.26,
  "homo_energy_ev": -5.45,
  "energy_ha": -2369.942458,
  "mol_weight_g_mol": 655.08,
  "relative_energy_ev": 0.772,
  "charge": -1
}

---

# 4
{
  "formula": "C20H15F2N3O",
  "method": "ωB97M-V/def2-TZVPD",
  "elements": ["O", "C", "C", "C", "C", "C", "C", "N", "C", "C", "C", "C", "C", "F", "C", "C", "C", "C", "C", "C", "F", "C", "C", "C", "N", "N", "H", "H", "H", "H", "H", "H", "H", "H", "H", "H", "H", "H", "H", "H", "H"],
  "positions_angstrom": [[3.181, 4.155, -3.369], [3.256, 3.354, -2.510], [4.430, 3.311, -1.595], [4.348, 2.613, -0.431], [3.145, 1.759, -0.260], [2.205, 1.636, -1.182], [1.019, 0.791, -1.048], [0.566, 0.170, 0.080], [-0.724, -0.477, -0.135], [-1.592, 0.241, 0.807], [-2.468, 1.346, 0.568], [-3.416, 1.820, 1.490], [-3.360, 1.300, 2.800], [-4.338, 1.700, 3.664], [-2.328, 0.390, 3.106], [-1.460, -0.127, 2.137], [-0.669, -1.992, 0.095], [-1.880, -2.736, 0.410], [-1.790, -4.115, 0.616], [-0.568, -4.709, 0.866], [-0.581, -6.096, 1.063], [0.595, -4.036, 0.515], [0.540, -2.715, 0.102], [-1.020, -0.321, -1.679], [0.073, 0.600, -2.029], [2.291, 2.433, -2.294], [5.294, 3.912, -1.863], [5.186, 2.607, 0.333], [2.973, 1.218, 0.677], [-2.471, 1.924, -0.437], [-4.168, 2.568, 1.293], [-2.156, 0.024, 4.038], [-0.689, -0.791, 2.506], [-2.756, -2.177, 0.438], [-2.679, -4.669, 0.806], [1.551, -4.525, 0.664], [1.427, -2.118, -0.166], [-2.070, 0.004, -1.791], [-0.937, -1.172, -2.303], [0.432, 0.611, -2.965], [1.613, 2.286, -3.016]],
  "homo_lumo_gap_ev": 8.22,
  "spin_multiplicity": 1,
  "lumo_energy_ev": -0.238,
  "fmax_ev_per_a": 6.67,
  "homo_energy_ev": -8.46,
  "energy_ha": -1210.312317,
  "smiles": "O=c1cccc(C2=NC(c3ccc(F)cc3)(c3ccc(F)cc3)CN2)[nH]1",
  "mol_weight_g_mol": 351.36,
  "relative_energy_ev": 1.596
}

---

# 5
{
  "formula": "C20H15FeN2O5S2",
  "method": "ωB97M-V/def2-TZVPD",
  "elements": ["Fe", "C", "C", "C", "C", "N", "C", "C", "C", "C", "C", "C", "N", "H", "H", "H", "H", "H", "H", "H", "H", "O", "S", "O", "O", "O", "C", "C", "O", "S", "C", "C", "C", "C", "C", "C", "C", "C", "H", "H", "H", "H", "H", "H", "H"],
  "positions_angstrom": [[-2.724, -1.525, 0.714], [-2.822, 2.107, 2.935], [-1.838, 1.918, 3.886], [-1.103, 0.740, 3.881], [-1.374, -0.202, 2.913], [-2.317, -0.017, 2.003], [-3.041, 1.103, 2.007], [-0.668, -1.501, 2.757], [0.412, -1.913, 3.503], [0.992, -3.140, 3.202], [0.459, -3.911, 2.187], [-0.641, -3.431, 1.494], [-1.173, -2.244, 1.784], [-3.420, 3.007, 2.914], [-1.642, 2.679, 4.630], [-0.340, 0.559, 4.624], [-3.807, 1.183, 1.248], [0.806, -1.294, 4.295], [1.855, -3.484, 3.757], [0.880, -4.873, 1.933], [-1.124, -3.986, 0.702], [-5.756, -3.594, 0.323], [-4.491, -2.955, 0.400], [-4.177, -1.893, -0.650], [-4.290, -2.064, 1.660], [-3.263, -3.794, 0.425], [5.089, 4.387, -4.064], [4.558, 3.053, -3.603], [4.892, 2.512, -2.587], [3.374, 2.373, -4.781], [2.264, 1.409, -3.782], [0.908, 1.543, -4.066], [-0.036, 0.900, -3.285], [0.357, 0.126, -2.194], [1.720, -0.058, -1.963], [2.672, 0.563, -2.756], [-0.622, -0.429, -1.293], [-1.424, -0.878, -0.505], [5.983, 4.644, -3.501], [4.317, 5.138, -3.893], [5.300, 4.369, -5.135], [0.594, 2.165, -4.896], [-1.091, 1.008, -3.501], [2.032, -0.700, -1.149], [3.722, 0.399, -2.573]],
  "homo_lumo_gap_ev": [7.13, 7.15],
  "spin_multiplicity": 2,
  "lumo_energy_ev": [-1.058, -1.086],
  "fmax_ev_per_a": 1.81,
  "homo_energy_ev": [-8.19, -8.23],
  "energy_ha": -3316.873128,
  "mol_weight_g_mol": 483.33,
  "relative_energy_ev": 0.212
}

---

# 6
{
  "formula": "C20H15N3O5S",
  "method": "ωB97M-V/def2-TZVPD",
  "elements": ["C", "O", "C", "O", "C", "C", "S", "C", "C", "C", "N", "C", "O", "N", "C", "C", "C", "C", "C", "O", "N", "C", "C", "C", "C", "C", "C", "C", "O", "H", "H", "H", "H", "H", "H", "H", "H", "H", "H", "H", "H", "H", "H", "H"],
  "positions_angstrom": [[5.028, 0.539, 2.831], [3.844, -0.228, 2.655], [3.154, -0.355, 3.707], [3.624, -0.500, 4.780], [1.754, -0.812, 3.766], [0.681, -0.579, 2.865], [-0.728, -1.480, 3.132], [-1.430, -1.106, 1.583], [-2.327, -1.958, 0.931], [-2.991, -2.979, 1.668], [-3.602, -3.852, 2.074], [-2.550, -1.710, -0.476], [-3.563, -1.935, -1.149], [-1.411, -1.511, -1.228], [-1.477, -1.472, -2.664], [-0.227, -0.823, -3.087], [0.912, -1.532, -3.005], [1.951, -0.576, -3.596], [1.339, 0.679, -3.862], [-0.056, 0.419, -3.757], [-0.677, 0.010, 1.030], [-1.255, 1.074, 0.226], [-0.549, 1.872, -0.764], [-1.223, 2.850, -1.487], [-2.458, 3.186, -1.131], [-3.169, 2.361, -0.328], [-2.574, 1.387, 0.409], [0.490, 0.405, 1.780], [1.342, 1.212, 1.451], [5.590, 0.152, 3.671], [4.840, 1.646, 2.951], [5.689, 0.447, 1.931], [1.416, -1.411, 4.565], [-0.725, -0.958, -0.748], [-1.499, -2.464, -3.017], [-2.390, -0.935, -3.009], [0.959, -2.543, -2.868], [3.078, -0.868, -3.546], [1.880, 1.616, -4.041], [0.529, 1.889, -0.889], [-0.771, 3.271, -2.349], [-2.949, 3.923, -1.778], [-4.283, 2.640, -0.326], [-3.217, 1.007, 1.097]],
  "homo_lumo_gap_ev": 7.49,
  "spin_multiplicity": 1,
  "lumo_energy_ev": -1.478,
  "fmax_ev_per_a": 6.76,
  "homo_energy_ev": -8.97,
  "energy_ha": -1709.597191,
  "smiles": "COC(=O)/C=c1/s/c(=C(\\C#N)C(=O)NCc2ccco2)n(-c2ccccc2)c1=O",
  "mol_weight_g_mol": 409.42,
  "relative_energy_ev": 3.453
}